Formula: C26H36F2N2O7
Source: the OMol25 dataset
Level of theory: ωB97M-V with the def2-TZVPD basis set

Geometry as ORCA input:
```
! RIJCOSX wB97M-V def2-TZVPD def2/J DEFGRID3
* xyz 0 1
F 2.1602 4.5035 -2.3295
F 1.8326 -0.2163 -1.7082
O -3.6347 -4.3427 -2.2355
O 3.4188 2.0334 -2.2791
O -1.4040 -2.0221 1.9729
O -2.1714 -2.1006 -0.1976
O 3.7646 2.2365 1.0391
O 4.4364 -0.5364 2.1108
O -1.4751 0.4255 4.4269
N -2.0245 2.6157 -1.2794
N -0.7994 -0.0406 -1.1460
C -1.8703 -1.7547 3.2880
C -2.4385 -2.4902 1.1157
C -2.5637 -4.6782 -2.6904
C -4.2230 1.6190 -0.8368
C 0.1279 3.5499 -1.7785
C 1.4578 3.4000 -2.0243
C -2.9685 -1.0123 -0.6278
C -2.0744 0.2152 -0.9606
C 2.0829 2.0879 -1.9896
C 1.2800 1.0176 -1.7118
C -0.6918 2.4044 -1.4862
C -0.1336 1.1149 -1.4336
C -1.4499 -3.6840 -2.8938
C -2.2900 -6.1110 -3.0775
C 5.1013 -1.5369 1.9529
C -3.1745 3.6358 2.2596
C 6.6025 -1.5099 2.0847
C -4.7910 3.0700 -0.7650
C -0.8386 -0.7606 3.9338
C -2.7107 1.5226 -1.0397
C -5.3503 3.3176 0.6832
C -4.1636 3.4260 1.5924
C 4.7764 3.9057 -0.4972
C 4.1990 1.4498 -1.2280
C 4.6311 2.4253 -0.0882
C 4.4599 -2.8581 1.6169
H 5.8463 4.1926 -0.5249
H 4.3309 4.5119 0.3157
H -1.1809 -3.6382 -3.9512
H -2.2769 3.8232 2.8234
H -3.4078 -1.3163 -1.6069
H 7.0644 -1.8095 1.1424
H -5.6568 3.1052 -1.4598
H -3.1747 -6.7141 -2.8785
H -1.7844 -2.7009 -2.5743
H -3.4531 -2.2360 1.4800
H -4.0988 3.8560 -1.0948
H 5.6394 2.0808 0.2432
H -5.9487 4.2425 0.6664
H -2.0560 -6.1711 -4.1417
H -2.8661 -1.2724 3.3300
H 3.7328 0.5679 -0.7543
H 3.8983 1.3074 1.2800
H -0.1413 -0.4435 3.1318
H 3.3802 -2.7296 1.5535
H 4.3585 4.1607 -1.4802
H 6.9257 -0.4987 2.3280
H -0.3501 4.5333 -1.8291
H -0.5819 -3.9690 -2.2976
H -2.3722 -3.6028 1.1306
H -6.0040 2.4686 0.9569
H -3.7975 -0.7656 0.0523
H -1.8464 0.8432 3.6378
H 6.9181 -2.1814 2.8848
H -4.5584 1.0956 0.0795
H -1.4581 -6.5032 -2.4900
H 4.6818 -3.5888 2.3964
H -1.8847 -2.6794 3.9076
H -4.7003 1.0894 -1.6896
H 4.8282 -3.2162 0.6540
H -0.2239 -1.2396 4.7120
H 5.1286 1.0764 -1.7059
*
```

The total energy is -1848.0891 hartree. As for the SMILES: C#CCCCc1nc2cc(F)c(OC[C@@H](C)O)c(F)c2nc1COCOCCO.CC(C)=O.CC(C)=O. Its HOMO energy is -8.7 eV.